DFT (ωB97M-V with the def2-TZVPD basis set) results for a cluster of 5 separate species, H10O5 in total in a non-equilibrium geometry.

Results
- relative energy (zero: lowest compared OMol25 entry of this formula, charge and spin) (kJ/mol) = 95.4
- orbital gap (eV) = 11.47
- strongest force on any atom (Eh/bohr) = 0.0633
- lowest unoccupied orbital energy (eV) = 0.40
- structure (SMILES) = O.O.O.O.O

Geometry (Å):
H -1.8656 0.1375 -1.0803
H -0.5330 -0.7511 -1.2642
H 0.7446 -1.3808 0.1551
H 1.1741 -2.3235 -0.8287
H 2.6700 0.2692 0.5653
H 1.1970 0.5230 0.7267
H -0.2331 2.2786 0.2500
H 0.1973 1.2094 -0.7092
H -2.4238 0.3359 1.1693
H -1.2737 -0.6178 1.0264
O -1.0272 0.0622 -1.5189
O 0.3266 -1.9011 -0.4942
O 1.9006 -0.0987 1.0038
O 0.6075 1.9599 -0.1467
O -1.4612 0.2974 1.1455

Forces on the atoms, in the same order (eV/Å):
H -0.1764 -0.2850 0.3652
H -0.7166 0.1533 -0.0268
H 0.9683 1.6426 2.0095
H -1.7693 0.3330 0.0723
H 0.2135 0.0181 -0.0183
H 0.3211 0.4773 0.3581
H 0.9127 -0.0764 -0.0784
H 0.5399 1.4711 0.4825
H 0.0286 0.0679 0.2176
H 0.3176 -1.2087 -0.0579
O 0.9165 0.3734 -1.2123
O 1.2662 -2.3976 -1.7990
O -0.3670 -0.4510 -0.0253
O -1.7889 -1.1958 -0.7725
O -0.6663 1.0780 0.4854